[1]
An isolated molecule of C18H28ClN3O, computed with ωB97M-V with the def2-TZVPD basis set.

Summary:
Structure (SMILES) = CCCCCC(=O)Nc1ccc(N2CCN(CC)CC2)c(Cl)c1
DFT total energy = -1402.39559 Eh
Energy relative to the best compared isomer or geometry (same formula, charge and spin) = 9.2 kcal per mole
HOMO level = -7.26 eV

Structure (XYZ):
```
51
Properties=species:S:1:pos:R:3:forces:R:3
C 2.9628 4.6156 -1.9238 -0.1299 0.0465 -0.2169
C 1.6064 4.9864 -2.5116 0.0365 -0.0569 0.3768
C 0.5477 5.1386 -1.4200 -0.0733 0.1857 -0.2837
C -0.8422 5.4890 -1.9532 0.0970 -0.1162 0.1138
C -1.5175 4.3646 -2.7519 -0.1202 0.1738 0.1866
C -1.7694 3.1593 -1.8614 0.1414 0.2731 -0.5099
O -2.7514 3.0635 -1.1589 -0.1910 -0.0037 0.2275
N -0.7708 2.2322 -1.9218 0.3487 -0.0500 -0.2982
C -0.6391 1.0345 -1.2132 0.0081 -0.4236 0.2974
C -1.5999 0.5508 -0.3324 -0.1104 0.2159 -0.1112
C -1.3865 -0.6313 0.3442 0.2993 -0.2004 0.0119
C -0.2273 -1.4017 0.1815 -0.0979 0.3184 -0.2344
N -0.0341 -2.6156 0.8184 0.0283 -0.3369 -0.0426
C -1.1572 -3.3487 1.3637 -0.1922 -0.0429 0.1835
C -1.4042 -3.0391 2.8527 -0.0056 0.0334 -0.1656
N -0.2221 -3.1722 3.6747 -0.0292 0.0573 -0.0259
C -0.0049 -4.4196 4.3645 0.0199 -0.1726 -0.0095
C 0.3280 -5.6682 3.5362 -0.0565 0.2454 0.1738
C 0.9140 -2.5036 3.0846 0.0720 -0.0258 -0.2047
C 1.1627 -2.8495 1.6038 0.1872 0.1688 0.4795
C 0.7003 -0.9152 -0.7544 -0.0639 0.0539 0.0504
Cl 2.1083 -1.8350 -1.1921 0.0475 -0.0653 -0.1246
C 0.5126 0.2793 -1.4187 -0.2122 0.1761 0.0869
H 3.7073 4.5111 -2.7098 0.1333 -0.0322 -0.0023
H 2.9005 3.6743 -1.3811 0.0432 -0.0986 0.0787
H 3.3006 5.3838 -1.2321 0.0736 0.0535 0.0951
H 1.3098 4.2177 -3.2290 -0.0386 0.0127 -0.1229
H 1.6924 5.9266 -3.0612 -0.0635 -0.0139 -0.1013
H 0.4941 4.2227 -0.8275 0.0582 0.0109 0.0976
H 0.8650 5.9382 -0.7462 0.0341 -0.0406 0.0745
H -1.4896 5.7353 -1.1093 -0.0536 0.0734 -0.0550
H -0.7699 6.3739 -2.5898 -0.0474 0.0411 0.0278
H -0.9176 4.0942 -3.6213 -0.0055 -0.0203 -0.0514
H -2.4872 4.7245 -3.0986 0.0371 -0.1338 -0.0285
H 0.0058 2.4353 -2.5354 -0.2172 0.0878 0.0529
H -2.5045 1.1123 -0.1715 -0.0201 0.0104 0.0098
H -2.1478 -0.9632 1.0311 -0.0465 -0.0455 0.0948
H -2.0510 -3.1388 0.7752 0.0091 -0.0490 -0.0149
H -0.9187 -4.4120 1.2483 -0.1038 0.0247 0.0181
H -2.1869 -3.6927 3.2412 -0.0570 0.0208 0.0172
H -1.7455 -2.0004 2.9484 -0.1181 -0.0582 -0.0682
H 0.8080 -4.2473 5.0772 -0.0840 -0.0452 0.0515
H -0.9123 -4.6199 4.9441 0.0934 -0.0207 0.0659
H 1.2497 -5.5340 2.9759 0.0776 -0.0385 -0.0893
H -0.4766 -5.9061 2.8448 -0.0448 -0.0647 -0.0989
H 0.4594 -6.5147 4.2065 0.0233 -0.1434 0.0379
H 1.8061 -2.7306 3.6705 0.0396 0.0488 0.0445
H 0.7247 -1.4229 3.1474 0.1399 0.0052 -0.0431
H 1.9830 -2.2357 1.2384 -0.0373 -0.1045 0.0170
H 1.4389 -3.9030 1.4938 0.0816 0.0583 0.0032
H 1.2617 0.6090 -2.1242 0.0896 0.0074 -0.0715
```
Positions in Å, forces in eV/Å.

=====

[2]
A structure of composition C18H28CuF6N3O7S2, computed with ωB97M-V with the def2-TZVPD basis set.

Summary:
DFT total energy = -4429.59321 Eh
Energy relative to the best compared isomer or geometry (same formula, charge and spin) = 52.8 kcal per mole
HOMO level = -8.04 eV

Structure (XYZ):
```
65
Properties=species:S:1:pos:R:3:forces:R:3
Cu -0.2812 -0.0161 0.1094 0.1335 -0.5019 0.2546
C -4.0908 1.5246 -1.5068 -0.9983 0.3262 0.2972
F -5.2855 1.4270 -2.1330 1.0875 -0.0090 0.5785
F -3.2954 2.3160 -2.2397 -0.2956 -0.4694 0.1494
F -4.2666 2.1224 -0.3125 0.1292 -0.5637 -0.9227
S -3.3236 -0.2312 -1.3731 2.1218 -1.4482 -1.8166
O -4.3468 -1.2524 -1.5745 1.2321 1.8573 0.7741
O -2.2686 -0.2382 -2.4096 -1.3365 0.6647 2.0129
N -2.4886 -0.2115 0.1904 0.1583 1.1366 -4.4098
S -3.5286 -0.8441 1.1112 -3.3435 -1.3853 4.3586
O -4.8761 -0.3050 0.9511 1.2980 0.1363 0.3530
O -3.4715 -2.2804 1.1986 0.5819 0.1288 0.2545
C -2.9324 -0.1787 2.9115 0.4574 -0.7910 -2.6410
F -2.0401 -1.0681 3.4428 -0.6605 1.2437 -0.2218
F -2.3468 1.0279 2.6884 -0.0833 -0.8167 0.8218
F -3.9544 -0.0430 3.7177 0.0536 0.0522 0.2222
C -0.3423 -4.5657 0.1085 -0.4566 -2.0699 -2.3523
C -0.4709 -4.2640 1.5135 0.2845 -0.3711 2.3695
C 0.1416 -2.8875 1.6206 -0.1859 -0.4826 1.3509
O -0.0679 -2.2832 0.3846 0.0427 0.9262 -1.6136
C -0.5545 -3.2469 -0.5710 -0.3553 -0.5276 0.3810
H -1.1250 -5.2579 -0.2019 -0.2079 -0.0225 -0.1281
H 0.5518 -5.1240 -0.1690 0.5351 0.5306 0.0869
H 0.0824 -4.9806 2.1206 -0.1103 -0.0054 0.2335
H -1.5161 -4.2948 1.8211 0.0152 0.3198 0.0822
H 1.2097 -2.9417 1.8315 0.2133 -0.0176 0.0229
H -0.3458 -2.3533 2.4362 0.1143 0.4097 -0.2003
H -0.0629 -3.2550 -1.5438 0.0651 0.8390 0.1183
H -1.6370 -3.1450 -0.6470 -0.0086 0.5490 -0.3959
C 0.7899 3.7581 -0.9868 -0.6222 -0.6554 0.0767
C -0.7132 3.9476 -0.9021 0.3111 0.7462 -0.6332
C -1.2104 2.7888 -0.0895 -0.3608 -0.8073 -0.0461
O -0.0709 2.1882 0.5905 -0.5927 0.4723 -0.7058
C 1.0358 3.0271 0.3297 1.5088 0.0940 0.2133
H 1.3174 4.6692 -1.2693 0.2127 -0.0089 0.6867
H 0.9857 3.0499 -1.7920 -0.0116 -0.1253 -0.0671
H -1.0803 4.0146 -1.9263 -0.5907 0.0004 0.2670
H -0.9572 4.8471 -0.3368 0.0724 0.2771 -0.3454
H -1.5972 1.9515 -0.6702 -0.3461 0.5241 0.0134
H -1.9371 3.1943 0.6145 -0.0899 -0.6740 0.2486
H 1.9166 2.3944 0.2205 0.0752 -0.0204 0.4290
H 1.1378 3.6655 1.2072 0.3149 0.4185 -0.1269
C 0.9232 -0.9887 -4.1090 0.6768 0.6714 -0.0662
C 1.5667 -0.3175 -2.8824 -0.5547 -0.7569 -0.3018
O 1.0526 -0.4619 -1.7944 -0.5394 0.3863 1.3054
N 2.7176 0.3843 -3.0352 0.5701 0.2032 -0.4280
C 3.2690 1.3042 -2.0158 -0.5003 -0.5237 -0.2507
H 1.2829 -2.0116 -4.2201 0.2771 0.0975 -0.0909
H 1.1674 -0.3714 -4.9735 0.0778 -0.3679 -0.3113
H -0.1633 -1.0618 -4.0622 0.1002 0.3020 0.5875
H 3.2055 0.2481 -3.9090 -0.0973 0.3831 0.1207
H 2.8269 2.2921 -2.1449 0.0650 -0.0271 0.0728
H 4.3522 1.4162 -2.0648 -0.0748 -0.3273 -0.2917
H 3.0091 0.9226 -1.0284 -0.0111 0.0550 -0.1107
N 1.5639 -0.0588 1.6281 0.7983 -0.3532 1.0500
C 1.5469 0.5560 2.8504 0.5149 -0.9354 -0.4139
C 2.6781 0.7904 3.6373 -0.6050 0.0482 -0.6404
C 3.9226 0.3996 3.1683 -0.2438 -0.4415 -0.8312
C 3.9748 -0.2698 1.9441 -1.5763 -0.1883 -0.5246
C 2.7522 -0.5556 1.2229 1.0269 2.0782 1.3255
H 0.5783 0.7418 3.2906 -0.2370 0.4366 -0.4002
H 2.5524 1.3401 4.5584 0.0484 -0.1650 0.1609
H 4.8229 0.5819 3.7363 0.0719 0.1157 -0.0284
H 4.9253 -0.5115 1.4919 0.0137 -0.3280 0.0603
H 2.7894 -1.0145 0.2459 -0.1632 -0.2422 -0.0237
```
Positions in Å, forces in eV/Å.

=====

[3]
A structure of composition C18H28CuNO2Si2Te, computed with ωB97M-V with the def2-TZVPD basis set.

Summary:
DFT total energy = -3395.52255 Eh
HOMO level = -8.30 eV

Structure (XYZ):
```
53
Properties=species:S:1:pos:R:3:forces:R:3
Cu -0.1838 0.4666 -0.3946 -0.0601 0.3366 -0.0271
O 0.3962 -3.1835 -1.7508 -0.0373 -0.0596 0.0058
C 0.3737 -2.0476 -1.3061 -0.0553 0.1045 -0.0283
O -0.6353 -1.3688 -0.9141 0.0498 -0.2426 -0.0195
C 1.7332 -1.3188 -1.2306 -0.0055 0.0779 0.0745
C 2.8859 -1.9339 -1.7629 0.0276 -0.0561 -0.0130
C 4.0680 -1.2630 -1.7233 0.0589 0.0025 -0.0134
C 4.1291 0.0258 -1.1398 0.0099 0.0212 0.0253
C 5.3226 0.7830 -1.0586 -0.0259 -0.0295 -0.0071
C 5.3218 2.0173 -0.4756 -0.0252 0.0094 0.0097
C 4.1260 2.5500 0.0569 0.0405 -0.0014 -0.0066
C 2.9611 1.8412 -0.0085 -0.0191 -0.0070 -0.0136
C 2.9378 0.5651 -0.6142 -0.0154 -0.0614 0.0041
N 1.7597 -0.1256 -0.6803 0.1769 -0.0888 -0.0113
H 2.7786 -2.9201 -2.1898 -0.0156 0.0070 0.0033
H 4.9723 -1.6992 -2.1325 -0.0108 0.0021 0.0059
H 6.2347 0.3630 -1.4660 -0.0112 0.0068 0.0054
H 6.2367 2.5918 -0.4163 -0.0053 -0.0008 0.0019
H 4.1381 3.5274 0.5218 0.0007 -0.0045 -0.0019
H 2.0354 2.2297 0.3983 -0.0108 0.0013 -0.0032
C -0.4505 4.1998 2.1671 0.0376 -0.0390 0.0123
Si -1.7085 4.9750 1.0249 0.0274 -0.0374 -0.0141
C -0.8772 6.1900 -0.1232 0.0222 -0.0036 -0.0985
C -3.0504 5.8477 1.9786 -0.0797 0.0125 0.0908
C -2.4865 3.5821 0.0195 0.0225 -0.0688 -0.0149
Te -1.0732 2.6072 -1.2572 -0.1639 -0.0035 -0.0080
C -2.5380 1.6591 -2.5182 0.0265 0.0291 -0.0444
Si -2.6996 2.5287 -4.1820 0.0532 0.0357 0.0617
C -1.0395 2.4170 -5.0310 0.0575 -0.0111 0.0061
C -3.1521 4.3200 -3.8842 0.0083 0.0444 0.0657
C -4.0226 1.7050 -5.2034 -0.0681 -0.0760 -0.0405
H 0.0636 4.9464 2.7765 -0.0143 -0.0117 -0.0167
H 0.3070 3.6640 1.5866 0.0130 0.0055 0.0511
H -0.9216 3.4788 2.8399 0.0271 0.0122 -0.0103
H -0.4181 7.0067 0.4392 -0.0208 -0.0178 0.0000
H -1.6006 6.6274 -0.8169 0.0345 -0.0041 0.0078
H -0.0951 5.7093 -0.7160 -0.0114 0.0436 0.0051
H -2.6262 6.6554 2.5810 -0.0295 -0.0176 -0.0108
H -3.5786 5.1688 2.6523 0.0106 0.0252 -0.0185
H -3.7838 6.2877 1.2985 0.0054 -0.0020 0.0281
H -3.2615 3.9636 -0.6501 0.0396 0.0155 0.0075
H -2.9265 2.8199 0.6636 -0.0279 0.0326 -0.0183
H -3.4590 1.6574 -1.9324 0.0128 -0.0163 -0.0130
H -2.2141 0.6214 -2.6253 -0.0171 0.0243 0.0318
H -0.2715 2.9066 -4.4259 0.0185 -0.0184 -0.0429
H -1.0457 2.8999 -6.0108 -0.0276 -0.0106 0.0234
H -0.7444 1.3736 -5.1719 0.0024 0.0355 -0.0026
H -2.3922 4.8103 -3.2684 -0.0414 0.0265 -0.0237
H -4.1162 4.4088 -3.3756 0.0278 0.0033 -0.0128
H -3.2220 4.8704 -4.8254 0.0051 -0.0156 0.0153
H -3.7948 0.6503 -5.3741 -0.0173 0.0275 -0.0020
H -4.1072 2.1935 -6.1777 -0.0160 -0.0269 0.0183
H -4.9965 1.7649 -4.7116 0.0162 -0.0105 -0.0239
```
Positions in Å, forces in eV/Å.

=====

[4]
An isolated molecule of C18H28N2O2S, computed with ωB97M-V with the def2-TZVPD basis set.

Summary:
Structure (SMILES) = COc1cc(SC)ccc1C(=O)NCC1(N(C)C)CCCCC1
DFT total energy = -1360.87745 Eh
Energy relative to the best compared isomer or geometry (same formula, charge and spin) = 30.9 kcal per mole
HOMO level = -8.06 eV

Structure (XYZ):
```
51
Properties=species:S:1:pos:R:3:forces:R:3
C 1.0647 1.1129 2.6973 0.0144 0.0186 0.2851
O 0.8653 1.1242 1.3052 0.0905 0.0981 -0.4123
C 1.7174 1.8293 0.5026 0.0063 0.0090 -0.2648
C 2.7612 2.5934 1.0128 -0.0705 -0.0483 0.2225
C 3.6140 3.2820 0.1622 0.1231 0.0773 0.1359
S 4.9523 4.2852 0.7228 0.0771 0.0518 0.1864
C 4.8764 4.1755 2.5349 -0.1403 -0.0944 -0.6252
C 3.4400 3.1971 -1.2155 0.0597 0.0533 0.1548
C 2.4121 2.4322 -1.7165 -0.1065 -0.0756 0.1161
C 1.5259 1.7496 -0.8866 0.1973 -0.0112 0.1865
C 0.4695 0.9464 -1.5746 -0.2336 0.1390 0.1031
O 0.6233 0.5648 -2.7244 0.1553 -0.0702 -0.2311
N -0.6745 0.7431 -0.8885 -0.2235 -0.0555 0.1189
C -1.6993 -0.1420 -1.3772 -0.0517 -0.2114 -0.1190
C -1.8396 -1.3812 -0.4611 0.0167 -0.0114 -0.1828
N -2.0760 -0.8516 0.9002 0.0359 0.0603 0.1063
C -1.7210 -1.7086 2.0124 0.0888 0.0183 -0.0560
C -3.3988 -0.2980 1.1219 0.0278 0.0052 0.0598
C -0.5278 -2.1833 -0.4963 -0.0170 0.1733 -0.1592
C -0.2261 -2.7743 -1.8717 -0.0636 -0.1942 0.1247
C -1.3676 -3.6823 -2.3147 0.0236 0.2027 -0.1767
C -2.6855 -2.9168 -2.3249 -0.0100 -0.2250 0.1416
C -2.9783 -2.2921 -0.9620 0.1232 0.2254 -0.0709
H 2.0437 0.7017 2.9630 -0.0331 0.0335 -0.0391
H 0.9566 2.1129 3.1301 0.0250 -0.0472 -0.0302
H 0.2835 0.4653 3.0922 0.0572 0.0424 0.0308
H 2.9065 2.6492 2.0780 0.0051 -0.0054 0.0922
H 5.6899 4.7967 2.8963 0.0397 0.0298 0.0319
H 3.9290 4.5672 2.8937 -0.0299 0.0004 0.1284
H 5.0300 3.1488 2.8546 -0.0045 -0.0321 0.1285
H 4.1129 3.7276 -1.8702 0.0518 0.0497 -0.1396
H 2.2648 2.3380 -2.7815 -0.0240 -0.0350 -0.0769
H -0.7077 0.9278 0.1028 0.1545 -0.0061 -0.0357
H -1.4144 -0.4300 -2.3878 -0.1479 0.0548 0.0744
H -2.6484 0.3995 -1.4343 0.0021 -0.1145 -0.0665
H -2.2469 -2.6756 2.0126 0.0004 -0.0354 0.0302
H -0.6484 -1.8860 2.0288 0.0232 -0.0983 0.0652
H -1.9870 -1.1899 2.9340 0.0029 -0.0261 0.0462
H -4.1675 -1.0660 1.2921 -0.0416 0.0147 -0.0355
H -3.7059 0.3206 0.2842 -0.0815 0.0441 -0.0363
H -3.3574 0.3382 2.0081 -0.0948 0.0089 0.0002
H -0.6009 -3.0178 0.2022 0.0272 0.0040 0.1012
H 0.2950 -1.5393 -0.1811 0.0377 -0.0212 0.1501
H -0.0599 -1.9850 -2.6042 0.0667 0.0325 -0.0489
H 0.6987 -3.3523 -1.8062 0.0361 0.0649 -0.0368
H -1.1644 -4.0831 -3.3095 0.0015 -0.0896 0.0142
H -1.4461 -4.5266 -1.6241 -0.0049 -0.0828 0.0109
H -2.6480 -2.1380 -3.0876 -0.0399 0.0170 -0.0963
H -3.5035 -3.5928 -2.5869 -0.0189 0.0763 -0.0712
H -3.9082 -1.7244 -1.0274 -0.0631 0.0008 0.0934
H -3.1239 -3.0920 -0.2304 -0.0702 -0.0152 0.0718
```
Positions in Å, forces in eV/Å.

=====

Number 1: LUMO 0.759 eV. Number 2: LUMO 0.260 eV. Number 3: LUMO -0.109 eV. Number 4: LUMO 0.536 eV.